1.
Here is a cluster of 2 separate species, C4H8N2 in total in a non-equilibrium geometry from the OMol25 dataset. Energies are from the ωB97M-V functional and the def2-TZVPD basis.

The geometry in XYZ format:
```
14
Properties=species:S:1:pos:R:3:forces:R:3:nbo_charge:R:1
C -0.62836 -0.64354 -1.85230 0.0 0.0 0.0 -0.6083
C -0.94221 -0.26920 -0.40912 -0.1 0.0 0.0 -0.2434
N 0.27833 -0.15649 0.37021 0.0 -0.1 0.3 -0.4367
C 0.38401 -0.75139 1.47993 0.0 0.1 -0.2 -0.0209
C 1.75149 2.87059 1.92041 0.0 -0.6 -0.8 0.2471
N 1.64253 2.09969 1.04389 0.1 0.8 0.9 -0.7551
H -0.19440 -1.64638 -1.91402 0.0 0.1 0.0 0.2093
H 0.08588 0.06669 -2.28112 -0.1 -0.1 0.1 0.2159
H -1.53966 -0.62413 -2.45777 0.1 0.0 0.1 0.2165
H -1.41185 0.72234 -0.38484 0.0 -0.1 0.0 0.2078
H -1.64608 -0.98326 0.04524 0.1 0.1 -0.1 0.1737
H 1.33100 1.30789 0.46690 0.0 0.0 0.0 0.4526
H 1.28443 -0.59256 2.07712 -0.1 -0.1 -0.1 0.1864
H -0.39511 -1.40023 1.89547 0.0 0.0 -0.1 0.1552
```
Forces are in eV/Å.

Results
- E_HOMO (eV) = -10.58
- spin multiplicity = 1
- maximum force (Eh/bohr) = 0.02317
- energy above the lowest of the compared OMol25 structures with the same formula, charge and spin (kJ/mol) = 178.08
- frontier orbital gap (Eh) = 0.4175

2.
Here is a structure of composition C46H48BeN2O5P3S2 in a non-equilibrium geometry from the OMol25 dataset. Energies are from the ωB97M-V functional and the def2-TZVPD basis.

The geometry in XYZ format:
```
107
Properties=species:S:1:pos:R:3:forces:R:3:nbo_charge:R:1
Be -1.18028 -1.35799 1.47126 0.2 0.1 0.3 1.6634
C -1.70709 1.54632 4.49689 -0.3 0.1 -0.2 -0.2539
O -0.53080 1.06573 5.10804 0.3 -0.4 -0.1 -0.5129
C -0.27039 -0.28465 5.06358 0.0 0.2 0.2 0.2330
C 0.35920 -0.78441 6.18817 -0.1 0.1 -0.2 -0.2251
C 0.74016 -2.11552 6.28896 0.0 -0.1 0.1 -0.2555
C 0.49026 -2.96134 5.23858 0.0 0.0 -0.2 -0.1999
C -0.12061 -2.49047 4.06671 0.2 0.5 0.5 -0.1271
C -0.39779 -3.40709 3.00538 -0.3 -0.3 -0.6 0.1472
N -0.82145 -2.97707 1.87281 0.1 0.8 0.7 -0.5069
N -1.32036 -3.79760 0.92601 -0.1 -1.2 -0.7 -0.4119
C -2.02688 -3.06602 0.10611 0.2 -0.7 0.6 0.5468
O -2.18239 -1.80219 0.29065 -0.2 0.7 -0.2 -0.9140
C -2.69335 -3.73891 -1.01638 -0.2 0.0 -0.4 -0.0326
C -3.47305 -3.01006 -1.91019 0.2 0.0 0.3 -0.1959
C -4.08188 -3.64415 -2.97579 -0.1 0.0 -0.2 -0.2264
C -3.92799 -5.00767 -3.15821 0.0 0.0 0.0 -0.2151
C -3.16565 -5.73976 -2.26055 0.0 -0.1 -0.1 -0.2107
C -2.55046 -5.11244 -1.19662 0.0 0.1 0.1 -0.1939
C -0.52531 -1.13047 3.94958 0.1 -0.3 0.3 0.3249
O -1.09993 -0.66996 2.86576 -0.2 0.2 0.2 -0.9553
H -1.62380 2.63099 4.51600 0.0 0.1 0.0 0.1809
H -1.79846 1.19283 3.47021 -0.1 0.2 0.2 0.2165
H -2.59193 1.23715 5.06701 0.0 0.0 0.0 0.1585
H 0.55252 -0.09171 6.99268 0.0 0.1 0.1 0.2157
H 1.21538 -2.47455 7.18932 0.1 0.0 0.1 0.2054
H 0.77521 -4.00266 5.28918 0.0 -0.1 0.0 0.2023
H -0.31730 -4.48062 3.18761 0.0 0.1 -0.1 0.1814
H -3.59783 -1.95042 -1.74743 0.0 0.1 0.0 0.2251
H -4.68298 -3.07321 -3.66851 -0.1 0.1 -0.1 0.2049
H -4.40402 -5.50231 -3.99263 0.0 0.0 -0.1 0.2038
H -3.05249 -6.80610 -2.39197 0.0 -0.1 0.0 0.2047
H -1.95565 -5.66110 -0.48419 0.1 -0.1 0.0 0.2402
C 0.15128 0.81635 -1.17691 -0.1 0.0 -0.1 -1.0723
P -0.69010 0.73356 0.48224 0.5 0.7 -0.7 0.8555
C -2.25199 1.63455 0.24088 -0.1 -0.1 0.2 -0.3581
C -3.03392 1.19768 -0.82794 0.2 0.0 0.1 -0.1935
C -4.29814 1.70404 -1.04206 -0.2 0.0 -0.1 -0.2044
C -4.82270 2.65369 -0.17786 0.0 0.0 0.0 -0.2204
C -4.06903 3.07526 0.90417 -0.1 0.1 0.1 -0.2384
C -2.80042 2.56491 1.12096 0.1 -0.1 0.0 -0.1534
C 0.38302 1.71646 1.56973 -0.1 -0.1 0.1 -0.3680
C 0.30507 3.08536 1.80331 0.0 0.0 0.0 -0.2403
C 1.15731 3.68637 2.71042 -0.1 0.2 0.1 -0.1762
C 2.08324 2.92892 3.40704 0.0 -0.1 0.0 -0.2204
C 2.17722 1.56971 3.17074 0.1 0.2 0.1 -0.1860
C 1.33784 0.96918 2.25405 -0.1 0.0 0.0 -0.1668
P 0.38344 2.16615 -2.44210 -0.1 -0.2 0.5 0.8494
C -1.18069 2.37539 -3.36100 0.2 0.0 -0.2 -0.2317
C -1.56703 3.64572 -3.78869 0.0 0.0 0.1 -0.2354
C -2.64332 3.81448 -4.63742 -0.1 0.0 -0.1 -0.2129
C -3.32205 2.71067 -5.12625 -0.1 0.0 -0.1 -0.2296
C -2.90087 1.43890 -4.77001 -0.1 -0.1 -0.1 -0.2028
C -1.83668 1.27207 -3.90323 0.0 0.1 0.1 -0.2467
C 0.43965 3.66879 -1.40586 0.1 0.0 -0.2 -0.3349
C 1.71599 4.06687 -1.02053 -0.1 0.0 0.0 -0.1956
C 1.90393 5.22968 -0.29926 0.1 0.2 0.1 -0.1959
C 0.81620 6.02497 0.01924 0.0 0.1 0.0 -0.2344
C -0.46033 5.62298 -0.33967 -0.1 0.1 0.0 -0.1795
C -0.65478 4.44308 -1.03674 0.0 0.0 0.1 -0.2301
H -0.19005 -0.07044 -1.72108 0.2 -0.1 0.0 0.2607
H 1.18322 0.58670 -0.87857 -0.2 -0.2 -0.2 0.3106
H -2.63826 0.42947 -1.47485 0.0 -0.1 -0.1 0.2192
H -4.88402 1.35204 -1.88123 0.0 0.0 0.0 0.2103
H -5.82161 3.03908 -0.33066 0.0 0.1 0.0 0.2057
H -4.47333 3.80552 1.59382 0.0 0.0 0.0 0.2056
H -2.24606 2.89080 1.98556 0.1 0.0 0.1 0.2190
H -0.41055 3.69119 1.27529 0.0 0.0 0.0 0.2125
H 1.08885 4.75471 2.87931 0.0 0.0 0.0 0.1931
H 2.73017 3.40394 4.13005 0.1 0.0 0.1 0.2008
H 2.90585 0.97341 3.69469 0.1 -0.1 0.0 0.2248
H 1.42321 -0.08986 2.05709 0.1 -0.1 0.0 0.2511
H -1.01518 4.51380 -3.45830 0.0 0.0 0.0 0.2197
H -2.94902 4.81314 -4.92389 0.0 0.0 0.0 0.2067
H -4.15635 2.84157 -5.80190 -0.1 0.0 0.0 0.2057
H -3.40349 0.57226 -5.17949 0.0 -0.1 0.0 0.2079
H -1.50121 0.27384 -3.65715 0.0 -0.1 0.1 0.2155
H 2.56273 3.45193 -1.29107 0.1 -0.1 0.0 0.2291
H 2.89854 5.51937 0.00839 0.1 0.0 0.0 0.2140
H 0.96049 6.95267 0.55528 0.0 0.1 0.1 0.2068
H -1.31426 6.22519 -0.05889 -0.1 0.0 0.0 0.2014
H -1.65921 4.12557 -1.27778 0.0 0.0 0.0 0.2270
C 5.72484 -4.29545 -0.51488 -0.2 0.1 0.2 -0.6296
C 4.50669 -4.16421 0.39590 0.1 -0.5 -0.2 0.1282
C 3.27445 -4.81216 -0.21947 0.1 0.1 0.3 -0.6413
O 4.31599 -2.80809 0.76308 -0.1 0.3 0.1 -0.8454
P 3.55129 -1.59425 0.03351 0.1 0.0 0.0 1.6578
S 4.25683 0.01578 0.92064 -0.2 -0.2 -0.1 -0.6991
S 1.56504 -1.92394 -0.03184 0.7 0.0 0.3 -0.7913
O 4.19953 -1.78567 -1.46955 -0.1 -0.4 0.9 -0.8538
C 3.88871 -1.01536 -2.61314 -0.2 0.4 -0.7 0.1244
C 2.57783 -1.48165 -3.24075 0.2 0.0 0.0 -0.6528
C 3.87440 0.48052 -2.32001 0.1 -0.2 -0.1 -0.6444
H 5.96729 -5.34679 -0.65485 0.1 -0.1 0.0 0.1916
H 6.57470 -3.78738 -0.06549 0.1 0.0 0.0 0.2128
H 5.52055 -3.83678 -1.47742 0.0 0.0 -0.1 0.2228
H 4.73520 -4.65389 1.35616 -0.1 0.0 -0.2 0.1695
H 3.03829 -4.33942 -1.16926 -0.1 0.0 -0.1 0.2216
H 2.41962 -4.69448 0.44173 -0.1 0.0 0.0 0.2334
H 3.46066 -5.87329 -0.38056 0.1 -0.1 0.0 0.1945
H 4.72100 -1.23389 -3.30298 -0.2 0.1 0.1 0.1658
H 1.79827 -1.47954 -2.48136 0.0 0.0 -0.1 0.2448
H 2.67845 -2.49599 -3.62692 0.0 -0.1 0.0 0.2017
H 2.29488 -0.81584 -4.05417 0.0 0.0 -0.1 0.1983
H 3.13562 0.69492 -1.55073 0.0 0.1 0.0 0.2195
H 3.62954 1.04826 -3.21513 0.0 0.0 -0.2 0.2044
H 4.84512 0.79428 -1.94235 0.0 0.1 0.1 0.2249
```
Forces are in eV/Å.

Results
- E_HOMO (eV) = -4.53
- spin multiplicity = 1
- maximum force (Eh/bohr) = 0.02680
- total charge = -1
- frontier orbital gap (Eh) = 0.2518

- Among the records above, which one has the highest frontier orbital gap?
  C4H8N2